{
  "formula": "C17H24N2O4",
  "method": "wB97M-V/def2-TZVPD",
  "symbols": ["C", "H", "O", "C", "C", "C", "C", "C", "C", "O", "C", "H", "H", "H", "H", "C", "C", "C", "O", "N", "H", "C", "H", "H", "C", "N", "C", "C", "O", "C", "C", "H", "H", "H", "H", "H", "H", "H", "H", "H", "H", "H", "H", "H", "H", "H", "H"],
  "positions_angstrom": [[-6.650393, -1.893047, -0.400655], [-7.526544, -1.927345, -0.012559], [-5.847259, -0.747930, 0.105527], [-4.679881, -0.611481, -0.294248], [-4.022078, -1.444056, -1.407170], [-2.805315, -1.001975, -1.534680], [-2.188224, -0.002914, -0.763884], [-2.817024, 0.844128, -0.056995], [-4.146034, 0.518510, 0.302302], [-4.807969, 1.078660, 1.331204], [-4.343390, 2.413608, 2.044402], [-3.508181, 2.012876, 2.502978], [-5.037225, 2.381867, 2.593376], [-3.991439, 3.113147, 1.378611], [-2.315439, 1.626789, 0.435569], [-0.807598, 0.414154, -1.170998], [0.153931, 1.091705, -0.604388], [1.449376, 1.382635, -1.087822], [1.966564, 1.123245, -2.314362], [2.270057, 2.204945, -0.228510], [1.942045, 2.324022, 0.506830], [3.604558, 2.308032, -0.407741], [3.882446, 2.043900, -1.547901], [4.018426, 3.286552, -0.241104], [4.470860, 1.442854, 0.151062], [3.923612, -0.007449, 0.442121], [4.038972, -1.006001, -0.756494], [3.244070, -1.941050, -0.668692], [3.492696, -2.893042, 0.609344], [3.455548, -2.125405, 1.734819], [4.271340, -0.698231, 1.552286], [4.066548, -0.251051, 2.386138], [5.360635, -1.041144, 1.563379], [3.717109, -2.845549, 2.473247], [2.330247, -1.876917, 1.797945], [3.416492, -2.544812, -1.463132], [2.168362, -1.828698, -0.752710], [3.668425, -0.242041, -1.351336], [5.075526, -1.032311, -0.884269], [5.416572, 1.344993, 0.180399], [4.518339, 1.619467, 1.562213], [-0.278824, 1.844932, 0.494076], [-0.457098, -0.085590, -2.157085], [-2.283675, -1.604506, -2.332606], [-4.622925, -2.021887, -1.850713], [-6.042555, -2.917835, -0.341142], [-6.743670, -1.828747, -1.516609]],
  "atomic_forces_ev_per_a": [[8.198, -0.922, -4.018], [-5.414, 0.028, 3.062], [-7.889, -3.762, 1.195], [3.873, -0.159, -3.331], [-0.599, 7.557, 8.271], [3.925, -2.121, -2.774], [5.268, -1.756, -5.485], [-5.009, 2.049, 4.680], [2.872, 0.560, 0.037], [-0.577, 1.938, 0.165], [8.093, -5.405, -8.422], [1.939, -0.266, 1.552], [-9.859, 1.486, 7.772], [-0.353, 2.062, -1.462], [0.457, 1.057, 0.381], [0.015, -3.489, -3.079], [-2.520, 3.525, 4.800], [5.796, 1.632, -5.079], [-3.039, 0.399, 5.992], [1.701, -4.574, -15.802], [-6.640, 2.483, 15.508], [1.559, 2.851, -7.179], [-1.435, 1.319, 1.580], [-0.173, 0.869, -0.151], [-3.755, -7.318, 11.813], [-1.452, 1.113, -3.741], [7.775, 14.920, 2.440], [-8.876, -12.849, 3.965], [0.463, 0.674, -4.481], [-2.344, 2.675, -1.542], [2.575, -6.073, -0.956], [-0.920, 3.126, 5.020], [-0.572, 0.389, 0.131], [0.705, 0.342, 1.417], [1.307, 0.308, 0.894], [0.589, -2.813, -2.300], [-0.209, 0.857, 0.709], [-0.689, 0.645, -2.900], [1.730, -1.323, -0.619], [7.030, 0.308, -1.682], [-0.279, 0.381, -3.293], [1.845, -2.504, -3.192], [-0.558, 0.734, 1.551], [0.454, 1.237, 0.895], [-3.626, -4.815, -3.804], [-1.252, 2.133, 0.652], [-0.133, 0.490, 0.810]],
  "mulliken_charge": [-0.9051, 0.3382, -0.3727, 0.6190, -1.3887, -0.6557, 0.8655, -0.2761, 0.6534, -0.4986, -1.1390, 0.4481, 0.4847, 0.3521, 0.1711, 0.1857, -1.0210, 1.1108, -0.7038, 0.0513, 0.0163, -0.8220, 0.2918, 0.3575, -1.1110, 0.1838, -0.6813, -0.5320, -0.4633, -0.5725, -0.8905, 0.7060, 0.2938, 0.3682, 0.2483, 0.4590, 0.2216, 0.4093, 0.3487, 0.8767, 0.2564, -0.1925, 0.2482, 0.1966, 0.8068, 0.3132, 0.3439],
  "charge": 0,
  "e_homo_ev": -7.515
}

{
  "formula": "C17H24N2O5S",
  "method": "wB97M-V/def2-TZVPD",
  "symbols": ["O", "O", "O", "O", "O", "S", "C", "C", "C", "C", "C", "C", "C", "N", "N", "C", "C", "C", "C", "C", "C", "C", "C", "C", "C", "H", "H", "H", "H", "H", "H", "H", "H", "H", "H", "H", "H", "H", "H", "H", "H", "H", "H", "H", "H", "H", "H", "H", "H"],
  "positions_angstrom": [[1.048600, 1.438944, -0.510122], [-3.502241, 3.241593, -2.023407], [-0.776147, 4.047540, -0.255314], [-3.417318, 1.000128, -2.492363], [-2.066843, 2.370186, 0.934731], [5.800058, -1.982820, 2.292944], [0.356102, 0.564959, -1.031398], [-2.896472, 2.203263, -2.164335], [-1.444246, 2.974111, -0.247753], [5.217516, -0.305661, 2.203711], [3.917092, -0.165047, 1.747118], [4.295233, -2.531535, 1.556703], [3.336334, -1.465681, 1.281904], [-0.951059, 0.917798, -1.445779], [2.187799, -1.125323, -0.803227], [0.957940, -0.783679, -1.503080], [-1.499558, 2.219982, -1.567519], [-5.826693, 0.903695, -2.022192], [-2.088335, 2.000542, 3.280354], [-4.689293, 1.055832, -3.134491], [-1.801984, 3.044406, 2.213482], [4.230283, -3.836490, 1.065105], [3.149194, -3.948307, -0.011776], [1.897419, -3.189543, 0.405822], [2.075927, -1.740684, 0.526466], [5.783549, 0.540816, 2.595230], [3.397531, 0.741763, 1.726742], [-1.460442, 0.164992, -1.939583], [2.716388, -0.167360, -0.609120], [0.187620, -1.522601, -1.436418], [1.128834, -0.650325, -2.609428], [-0.862937, 2.784933, -2.276491], [-6.816777, 0.975550, -2.501606], [-5.911400, 1.681576, -1.214427], [-5.842282, -0.022310, -1.466432], [-1.834588, 0.922086, 2.939837], [-1.339604, 1.990390, 4.139355], [-3.018883, 1.968956, 3.636721], [-4.915981, 1.943208, -3.724788], [-4.791983, 0.159067, -3.763995], [-2.450373, 3.817642, 2.216513], [-0.795070, 3.346769, 2.396692], [3.939300, -4.407705, 1.951171], [5.208070, -4.329127, 0.769665], [3.422559, -3.444892, -0.982514], [2.882330, -5.031343, -0.178029], [1.512413, -3.705127, 1.329046], [1.150507, -3.359966, -0.382183], [1.201912, -1.305203, 1.088463]],
  "atomic_forces_ev_per_a": [[-0.505, -1.332, -0.146], [-0.295, -0.838, -1.376], [-3.078, -4.147, 0.925], [1.011, 1.199, -1.017], [2.205, 1.470, -3.316], [-1.901, 1.741, -0.805], [-0.346, 2.798, -0.662], [-0.808, 0.898, 2.578], [1.914, 3.739, 2.399], [-1.115, 0.050, 0.230], [1.327, -3.667, -0.336], [-0.535, 6.169, -0.190], [4.087, -0.901, 1.925], [0.989, -3.954, -0.284], [1.381, 2.894, 0.018], [0.008, 1.074, -0.102], [0.756, -0.729, -0.508], [-0.497, 1.265, -0.194], [4.971, -2.456, -0.403], [-2.770, -1.181, 1.888], [0.957, -3.543, -0.164], [-0.046, -3.910, -0.814], [-0.109, -0.348, -0.983], [-1.181, -2.875, 0.144], [-0.509, 1.795, 0.905], [0.038, -0.551, -0.016], [-0.599, 1.286, -0.138], [0.370, 0.832, 0.589], [-1.449, -2.493, -0.900], [-0.323, -0.872, 0.251], [0.093, -0.061, 1.017], [-0.371, 0.253, 0.558], [0.362, -0.147, -0.183], [0.800, -0.291, -1.031], [0.499, -0.551, -0.232], [-0.616, 1.747, -0.203], [-1.052, 0.848, -0.819], [-3.727, 0.078, 1.398], [0.687, 0.131, 0.191], [0.452, 0.397, 0.123], [-1.896, 2.746, 0.430], [0.786, 0.438, -0.895], [-0.333, -0.782, -0.128], [-0.955, 0.931, 0.085], [0.373, -0.819, 0.864], [0.352, 1.119, -0.065], [0.113, 0.879, -0.550], [-0.066, -0.123, 0.239], [0.552, -0.208, -0.297]],
  "mulliken_charge": [-0.6570, -0.5531, -0.5880, -0.3248, -0.2759, -0.2153, 0.6799, 0.0259, 0.3425, -0.4363, -0.8582, 0.2747, -0.7394, -0.1667, -0.4013, -1.0966, 0.7538, -1.1085, -1.1301, -0.2636, -0.3403, -0.5349, -0.7631, -0.9359, 1.2136, 0.4133, 0.5719, 0.2592, 0.3367, 0.4144, 0.3572, 0.2030, 0.3705, 0.3120, 0.3252, 0.2731, 0.3274, 0.3626, 0.3259, 0.3086, 0.4224, 0.2893, 0.2945, 0.3961, 0.3389, 0.3314, 0.3559, 0.2560, 0.2530],
  "charge": 0,
  "smiles": "CCOC(=O)C(NC(=O)CN[C@H]1CCCc2sccc21)C(=O)OCC",
  "e_homo_ev": -8.152
}

{
  "formula": "C17H24N4O4",
  "method": "wB97M-V/def2-TZVPD",
  "symbols": ["C", "C", "H", "H", "C", "N", "C", "O", "C", "C", "C", "N", "N", "C", "C", "N", "O", "C", "C", "H", "C", "H", "H", "H", "O", "H", "H", "H", "H", "C", "H", "H", "C", "C", "H", "C", "H", "C", "H", "O", "H", "H", "H", "H", "H", "H", "H", "H", "H"],
  "positions_angstrom": [[2.241654, 2.113903, 2.502498], [1.650819, 1.125783, 1.505673], [2.379766, 0.925665, 0.718599], [0.766289, 1.553504, 1.029593], [1.278822, -0.194178, 2.191933], [0.600788, -1.100570, 1.288037], [-0.726398, -1.130954, 1.052986], [-1.221875, -1.909365, 0.254267], [-1.611801, -0.176419, 1.852773], [-2.837766, 0.179095, 1.014841], [-2.445201, 1.099865, -0.075514], [-1.325300, 1.744755, -0.190284], [-1.395929, 2.468108, -1.319561], [-2.560607, 2.234353, -1.844887], [-3.065860, 2.815566, -3.057247], [-4.272866, 2.579262, -3.517529], [-4.406062, 3.289398, -4.652633], [-3.275025, 3.973801, -4.902056], [-2.371951, 3.713013, -3.912078], [-1.377298, 4.078792, -3.782989], [-3.215885, 4.825547, -6.113259], [-3.375984, 4.220413, -7.004075], [-2.247082, 5.310938, -6.174835], [-3.998885, 5.581236, -6.077293], [-3.278807, 1.369587, -1.096687], [-3.610215, 0.655121, 1.624422], [-3.257658, -0.726528, 0.569217], [-1.086637, 0.736676, 2.113879], [-1.924178, -0.693622, 2.762783], [1.444983, -2.005656, 0.536094], [0.873061, -2.341245, -0.331733], [2.343210, -1.477391, 0.210211], [1.853542, -3.232113, 1.354023], [2.488169, -4.348499, 0.499120], [1.752127, -5.107085, 0.244185], [3.618954, -4.897867, 1.382886], [4.590088, -4.723491, 0.922346], [3.484836, -4.077482, 2.675785], [2.873148, -4.621405, 3.411346], [2.840930, -2.880105, 2.310089], [4.440549, -3.816023, 3.130564], [3.515491, -5.962844, 1.578436], [2.884591, -3.928621, -0.424476], [0.966604, -3.622271, 1.878989], [0.653206, -0.003186, 3.065707], [2.180153, -0.703937, 2.539172], [1.519723, 2.352206, 3.280672], [3.128654, 1.697336, 2.975442], [2.519110, 3.036936, 2.000564]],
  "atomic_forces_ev_per_a": [[-0.029, -0.144, -0.218], [-0.049, -0.032, 0.323], [-0.015, -0.046, -0.105], [0.056, -0.074, -0.015], [0.126, 0.519, -0.068], [0.171, -0.211, -0.072], [0.076, 0.235, 0.302], [-0.323, -0.191, -0.216], [-0.173, -0.071, -0.319], [-0.140, -0.161, 0.012], [0.467, 0.199, 0.144], [-0.254, -0.890, 1.107], [-0.495, 0.728, -1.466], [0.697, -0.064, 0.668], [-0.643, 0.378, -1.001], [0.102, -0.738, 1.150], [0.096, 0.498, -0.676], [0.767, -0.050, 0.598], [-0.568, -0.031, -0.344], [0.246, 0.142, -0.045], [-0.245, -0.148, 0.048], [0.031, 0.011, -0.081], [0.028, 0.021, -0.013], [0.000, 0.079, -0.034], [-0.201, -0.009, -0.164], [0.023, -0.029, -0.009], [-0.001, 0.087, 0.090], [0.049, -0.018, 0.150], [0.039, 0.058, 0.016], [-0.105, -0.506, 0.164], [0.168, 0.057, 0.073], [0.038, -0.025, -0.037], [-0.230, -0.050, -0.490], [-0.041, 0.189, 0.183], [-0.037, 0.005, -0.073], [0.028, 0.133, 0.141], [0.013, -0.046, 0.001], [0.147, -0.363, 0.134], [0.073, 0.049, -0.024], [0.016, 0.278, -0.097], [-0.060, -0.058, 0.025], [0.052, -0.043, -0.013], [-0.012, -0.009, -0.072], [0.069, 0.065, -0.061], [0.062, -0.019, 0.022], [-0.143, 0.084, 0.091], [-0.059, 0.064, 0.126], [0.122, 0.023, 0.110], [0.059, 0.124, 0.034]],
  "mulliken_charge": [-1.4824, 0.5408, 0.3293, -0.0773, -1.4328, 0.5172, 0.7471, -0.6971, -0.6003, -1.0159, 0.5706, 0.2119, -0.9002, 0.6392, 0.5547, -0.4735, -0.1844, 0.3118, -0.3922, 0.4252, -1.1854, 0.3032, 0.3237, 0.3037, -0.3773, 0.4128, 0.3034, 0.2847, 0.3658, -1.6191, 0.4608, 0.3290, 0.5104, -0.7878, 0.3497, -0.5034, 0.2450, -0.5922, 0.2884, -0.3225, 0.3348, 0.2851, 0.3836, 0.2957, 0.4941, 0.4325, 0.3410, 0.3497, 0.3986],
  "charge": 0,
  "smiles": "CCCN(C[C@H]1CCCO1)C(=O)CCc1nnc(-c2cc(C)on2)o1",
  "e_homo_ev": -8.970
}

{
  "formula": "C17H24N4OSiZn",
  "method": "wB97M-V/def2-TZVPD",
  "symbols": ["Zn", "C", "C", "C", "C", "C", "C", "C", "C", "N", "H", "H", "H", "H", "H", "H", "C", "Si", "C", "C", "N", "C", "C", "C", "C", "C", "C", "H", "H", "H", "H", "H", "H", "H", "H", "H", "H", "H", "H", "H", "H", "O", "N", "N", "H", "H", "H", "H"],
  "positions_angstrom": [[0.918969, 0.584474, -0.629304], [1.729859, -0.205304, 1.233339], [2.118211, -1.549119, 1.047531], [3.216010, -1.885364, 0.186034], [3.626493, -3.175626, -0.013846], [2.974426, -4.259035, 0.612777], [1.877144, -3.963338, 1.441378], [1.466917, -2.670720, 1.647752], [3.410397, -5.596781, 0.423592], [3.765689, -6.687888, 0.273348], [2.534207, 0.512433, 1.333719], [0.876009, -0.067303, 1.897410], [3.715261, -1.061573, -0.314949], [4.464384, -3.380295, -0.671655], [1.363828, -4.779991, 1.937605], [0.626186, -2.474250, 2.305076], [-2.042613, 0.852686, -2.790061], [-2.326079, 0.711120, -0.932479], [-2.442262, -1.120095, -0.451969], [-4.119648, 1.312093, -0.695146], [-1.040171, 1.443505, -0.121330], [-1.003632, 2.466303, 0.774489], [0.246134, 3.022134, 1.170909], [0.334248, 4.053899, 2.080382], [-0.799467, 4.623801, 2.666812], [-2.031089, 4.115038, 2.282106], [-2.138655, 3.077474, 1.365337], [-2.820509, 0.339629, -3.368028], [-1.066905, 0.474293, -3.095835], [-2.047971, 1.910254, -3.066706], [-3.231688, -1.639066, -1.007533], [-2.673526, -1.197203, 0.614386], [-1.508094, -1.657280, -0.610062], [-4.778091, 0.703565, -1.324236], [-4.238812, 2.356764, -0.993447], [-4.457132, 1.208484, 0.338235], [1.141213, 2.649683, 0.683439], [1.318543, 4.439862, 2.329410], [-0.720906, 5.436851, 3.378853], [-2.943044, 4.531874, 2.702844], [-3.127397, 2.725581, 1.112101], [2.156653, 1.630399, -1.597821], [1.614438, -0.950449, -2.938005], [0.762745, -1.284769, -1.843097], [2.058030, -1.784405, -3.307257], [2.266714, -0.224052, -2.604784], [1.106645, -2.023382, -1.236131], [-0.131664, -1.544911, -2.225189]],
  "atomic_forces_ev_per_a": [[0.709, 1.538, -0.692], [-0.418, -0.630, 0.586], [0.292, -0.056, -0.070], [0.191, 0.118, 0.171], [0.013, -0.004, -0.021], [-0.032, 0.048, 0.001], [-0.017, -0.036, -0.018], [-0.283, 0.101, -0.128], [-0.007, 0.015, -0.008], [0.006, -0.019, 0.002], [-0.097, 0.200, -0.348], [0.214, 0.108, 0.233], [-0.019, -0.031, -0.047], [-0.003, 0.021, -0.007], [-0.020, 0.016, 0.006], [0.004, -0.032, 0.005], [-0.096, -0.078, -0.029], [0.105, -0.158, -0.122], [-0.095, 0.005, -0.050], [0.087, 0.071, 0.027], [-0.027, -0.246, 0.217], [0.201, 0.156, -0.021], [-0.087, -0.013, -0.068], [0.024, 0.061, 0.064], [0.033, -0.095, -0.089], [-0.059, 0.008, 0.004], [0.005, -0.013, 0.108], [0.013, 0.005, -0.001], [0.107, -0.042, 0.031], [-0.042, 0.018, 0.019], [0.005, 0.009, 0.001], [-0.018, 0.016, 0.006], [0.070, -0.006, 0.034], [0.035, -0.002, -0.022], [-0.012, 0.009, 0.031], [-0.027, -0.002, 0.010], [0.072, 0.006, -0.062], [-0.003, -0.011, -0.004], [0.002, 0.000, 0.009], [0.004, -0.002, -0.005], [-0.039, -0.051, -0.041], [-0.574, -1.228, 0.475], [-0.121, -0.424, -0.238], [-0.184, 0.204, -0.172], [0.255, 0.056, 0.206], [-0.098, 0.581, 0.042], [0.157, -0.096, -0.103], [-0.225, -0.094, 0.079]],
  "mulliken_charge": [1.0567, -1.2020, 0.1537, -0.2476, -0.6047, 0.3958, -0.5585, -0.5395, 0.1941, -0.6840, 0.4724, 0.3755, 0.2994, 0.3926, 0.3879, 0.3209, -0.9915, -0.0580, -0.9456, -1.2852, -0.0474, 0.3510, -0.2836, -0.6915, -0.4617, -0.5882, -0.2486, 0.2838, 0.3385, 0.2913, 0.2889, 0.2998, 0.2368, 0.3208, 0.3261, 0.3166, 0.5124, 0.3445, 0.3359, 0.3240, 0.1008, -1.3041, -0.6732, -0.2777, 0.2252, 0.1995, 0.2249, 0.3226],
  "charge": -2,
  "e_homo_ev": 0.417
}

Max |F| values, unit eV/A, following the record order: 17.05, 6.20, 1.71, 1.83.
DFT total energy values, unit a.u., following the record order: -1072.01641, -1546.00494, -1182.13715, -3025.24824.